Entry 1:
Density functional theory data (the ωB97M-V functional and the def2-TZVPD basis) for 3 unconnected molecules or ions with the total composition C12H29BClN2O5.

Each line ends with the Mulliken charge.
Positions of all 50 atoms, in Å:
O 3.01125 4.35849 2.54820  -0.366
C 3.32929 4.19196 1.44430  0.294
Cl 4.71434 5.12435 0.70733  -0.270
C 2.58648 3.16052 0.55669  -0.034
C 1.05063 3.42846 0.37577  0.514
C 0.11659 3.60822 1.66089  -0.376
O -0.57308 4.83518 1.49966  -0.633
B 0.25690 5.57447 0.52437  0.858
O 0.88848 4.57734 -0.41181  -0.717
H 2.82899 2.15306 0.96478  -0.185
H 3.04725 3.21641 -0.45636  0.359
H 0.68408 2.46560 -0.06030  -0.226
H -0.68285 2.83940 1.49241  0.170
H 0.52320 3.36150 2.66955  0.229
H -0.26058 6.45046 -0.12389  -0.258
H 1.18815 5.98856 1.21625  -0.352
C 2.13669 -3.71104 1.13835  -1.405
C 3.23468 -2.65175 1.10646  0.300
C 2.70745 -1.21316 1.25064  -0.770
O 2.10759 -0.68747 0.08016  -0.382
C 0.76276 -1.08219 -0.12186  -0.695
N 4.02262 -2.82042 -0.12038  -0.774
H 1.58472 -3.76852 0.19961  0.273
H 2.57044 -4.69807 1.31166  0.365
H 1.42432 -3.51477 1.94346  0.334
H 3.89112 -2.84257 1.96105  0.435
H 3.56197 -0.56167 1.45732  0.349
H 2.02965 -1.11724 2.10840  0.443
H 0.21904 -1.18596 0.82108  0.347
H 0.72034 -2.01554 -0.69094  0.256
H 0.27375 -0.31169 -0.71922  0.281
H 4.81233 -2.18013 -0.09059  0.289
H 3.45754 -2.46991 -0.89178  0.346
C -4.47176 -2.48346 -2.66319  -1.411
C -4.15947 -1.03750 -2.28813  0.260
C -2.79045 -0.85916 -1.60880  -0.612
O -2.75037 -1.26510 -0.24980  -0.389
C -2.58534 -2.65576 -0.04760  -0.772
N -5.25013 -0.51604 -1.45650  -0.758
H -4.76797 -3.08363 -1.80208  0.280
H -5.30054 -2.51771 -3.37297  0.357
H -3.61003 -2.96246 -3.13486  0.333
H -4.13593 -0.46149 -3.21793  0.431
H -2.55674 0.20918 -1.59984  0.372
H -1.99079 -1.34733 -2.18130  0.383
H -1.94615 -3.10929 -0.81125  0.328
H -3.55603 -3.15694 -0.01887  0.298
H -2.11402 -2.79793 0.92656  0.277
H -5.08956 0.47495 -1.29220  0.297
H -5.15090 -0.93222 -0.53245  0.327

Values from the calculation:
E_HOMO = -3.659 eV
spin multiplicity = 1
LUMO level = 0.085 Eh
charge = -1
gap between HOMO and LUMO = 5.977 eV


Entry 2:
Density functional theory data (the ωB97M-V functional and the def2-TZVPD basis) for 2 unconnected molecules or ions with the total composition C12H29N2O3.

Each line ends with the Mulliken charge.
Positions of all 46 atoms, in Å:
C -4.39121 0.05289 1.21372  -1.320
C -3.37226 0.35446 0.11648  -0.294
C -1.99678 0.54434 0.72964  -0.561
O -0.98586 0.23188 -0.24963  -0.434
N 0.16717 -0.37468 0.31693  0.595
C 0.96885 0.67677 1.00466  -0.499
C 2.26324 0.19530 1.62556  -0.674
N 1.99655 -0.63496 2.80040  -0.485
C 0.88787 -0.99167 -0.84835  -0.667
C 1.57629 -2.33918 -0.57594  -0.745
C 1.13609 -3.14115 0.64658  -0.818
O -0.04875 -3.85773 0.38941  -0.418
C -1.22742 -3.41634 1.03057  -0.620
H -4.18851 0.67164 2.08755  0.350
H -5.39753 0.28707 0.89027  0.385
H -4.34514 -0.98554 1.52748  0.326
H -3.33455 -0.43905 -0.62360  0.307
H -3.66976 1.27055 -0.38508  0.340
H -1.89700 -0.08338 1.61834  0.399
H -1.87759 1.57926 1.04485  0.331
H -0.17536 -1.07895 0.97752  0.012
H 0.36508 1.10917 1.79536  0.476
H 1.15787 1.44314 0.25956  0.181
H 2.90482 -0.31168 0.91216  0.264
H 2.78895 1.10662 1.90344  0.490
H 2.55932 -1.47118 2.81938  0.216
H 2.14970 -0.12691 3.65731  0.240
H 0.12959 -1.10947 -1.61111  0.555
H 1.58303 -0.24209 -1.21202  0.270
H 2.65468 -2.21029 -0.56019  0.460
H 1.36802 -2.97092 -1.43345  0.460
H 1.92270 -3.85625 0.87486  0.320
H 1.02574 -2.51688 1.53385  0.638
H -1.87711 -2.88907 0.33029  0.239
H -1.01471 -2.76948 1.88821  0.291
H -1.76436 -4.27700 1.41415  0.354
C 2.07418 3.87621 -3.53186  -1.326
C 1.57393 2.82797 -2.57853  0.827
O 2.29594 1.96084 -2.12925  -0.544
C 0.12321 2.87381 -2.16995  -0.404
H 3.13079 3.71956 -3.73132  0.337
H 1.51618 3.82471 -4.46789  0.338
H 1.92830 4.86891 -3.10342  0.343
H -0.53398 2.77808 -3.03524  0.408
H -0.10606 3.80895 -1.65652  0.353
H -0.04414 2.03176 -1.50517  -0.294

Values from the calculation:
energy relative to the best compared isomer or geometry (same formula, charge and spin) = 47.4 kJ/mol
E_HOMO = -12.573 eV
spin multiplicity = 1
LUMO level = -0.076 Eh
charge = +1
gap between HOMO and LUMO = 10.502 eV


Entry 3:
Density functional theory data (the ωB97M-V functional and the def2-TZVPD basis) for a molecular structure, C12H29N5O.

Each line ends with the Mulliken charge.
Positions of all 47 atoms, in Å:
C -3.14036 0.03199 2.03883  -0.158
C -2.96568 1.10723 0.86600  -1.108
C -2.80845 0.51620 -0.47593  -0.442
C -1.22588 -0.61638 -1.74461  -1.314
C 0.01137 -1.24874 -2.38396  -0.246
C 0.20516 -2.66378 -1.79431  -0.706
C 1.32496 -2.62794 -0.68952  -0.726
C 1.79513 -1.52519 1.45231  -0.618
C 3.18128 -0.84249 1.62814  -0.433
C 3.09394 0.63715 1.73772  -0.979
C 2.40499 2.51492 0.06372  0.629
C 1.50428 2.87195 -0.98742  -0.377
H -5.03110 0.01241 1.35508  0.298
H -4.49609 -1.57602 2.62028  0.277
H -2.95676 0.69617 2.99169  0.236
H -2.05983 -0.43181 1.74488  -0.161
H -2.00651 1.93071 1.00896  0.157
H -3.77314 1.72187 0.99274  0.670
H -3.22520 -0.56365 -0.71500  0.380
H -2.94290 1.03825 -1.48120  0.436
H -0.76278 1.28261 -0.67753  0.000
H -1.62021 0.11579 -2.42363  0.642
H -2.04175 -1.33358 -1.84140  0.637
H 0.76217 -0.44947 -1.85748  0.031
H -0.10663 -0.92996 -3.48214  0.396
H -0.95210 -3.14587 -1.69693  0.266
H 0.74057 -3.35642 -2.65286  0.260
H 2.18772 -2.67767 -1.38461  0.233
H 1.09145 -3.57051 -0.24469  0.391
H 0.08778 -0.80474 0.31239  0.105
H 1.40192 -1.11674 2.44091  0.357
H 2.04333 -2.57052 1.27659  0.310
H 3.46952 -1.11555 2.72799  0.319
H 4.11774 -1.11162 0.98288  0.251
H 4.03661 1.34022 1.48999  0.414
H 2.75000 0.96527 2.69122  0.307
H 1.61662 0.53793 0.26570  0.446
H 2.21536 2.19655 -1.61012  0.161
H 1.21258 3.95427 -1.43140  0.352
H -0.44197 2.46616 -1.87975  0.392
H -0.34158 3.39496 -0.46871  0.364
N -4.23909 -0.82131 1.71548  -0.513
N -1.19704 0.16755 -0.48596  -0.254
N 1.21650 -1.29474 0.15084  -0.216
N 2.26576 1.36105 0.61162  -0.081
N 0.10087 2.32383 -0.87756  -0.658
O 3.49742 3.20967 0.12075  -0.731

Values from the calculation:
energy relative to the best compared isomer or geometry (same formula, charge and spin) = 1225.9 kJ/mol
E_HOMO = -8.224 eV
spin multiplicity = 1
LUMO level = 0.008 Eh
gap between HOMO and LUMO = 8.441 eV


Entry 4:
Density functional theory data (the ωB97M-V functional and the def2-TZVPD basis) for a molecular structure, C12H29NO4PPtS3.

Each line ends with the Löwdin spin population.
Positions of all 51 atoms, in Å:
Pt -0.37163 -0.22588 0.08732  0.517
C -2.81368 0.84801 -3.86722  0.005
C -3.66250 -0.23421 -3.25336  0.000
O -4.09532 0.12787 -1.89223  0.002
P -3.26559 0.06784 -0.58695  0.021
S -1.71585 1.44948 -0.36765  0.347
S -2.14967 -1.61095 -0.38590  0.005
O -4.25746 0.36634 0.55134  0.011
C -5.70027 -0.01926 0.56825  0.001
C -6.21796 0.25716 1.95001  0.000
H -2.58997 0.57647 -4.89900  0.000
H -1.86727 0.97039 -3.33780  0.005
H -3.34275 1.79997 -3.87995  0.000
H -3.14768 -1.19278 -3.18767  0.000
H -4.59955 -0.37361 -3.78383  0.000
H -5.75819 -1.07408 0.30361  0.000
H -6.18714 0.58113 -0.19572  0.000
H -5.68634 -0.33273 2.69449  0.000
H -7.27276 -0.01626 1.98540  0.000
H -6.13141 1.31405 2.19556  0.000
C 2.78669 3.81248 0.79996  0.000
C 1.43738 3.52943 1.43423  0.000
S 1.09327 1.82487 1.88252  -0.001
O 1.23208 1.03299 0.53294  -0.003
C 2.55877 1.37835 2.84999  0.000
C 3.66198 0.72030 2.03583  0.000
H 2.83228 4.86423 0.52134  0.000
H 2.92982 3.21904 -0.10212  0.000
H 3.61006 3.62077 1.48558  0.000
H 0.61179 3.79655 0.77159  0.000
H 1.27950 4.06298 2.37628  0.000
H 2.18216 0.72135 3.63263  0.000
H 2.88325 2.31113 3.31346  0.000
H 3.30005 -0.17422 1.53291  0.000
H 4.46474 0.43106 2.71260  0.000
H 4.07186 1.39230 1.28571  0.000
C 0.85837 -1.91048 -2.58891  -0.002
N 1.00719 -3.04458 -1.67529  0.001
C 1.09878 -4.37868 -2.29611  0.000
C 1.09429 -2.88251 -0.37977  0.006
C 1.41656 -4.00871 0.54539  0.003
O 0.94871 -1.73260 0.17130  0.081
H 1.41655 -2.13231 -3.49487  0.000
H 1.26791 -1.01019 -2.13952  -0.001
H -0.19227 -1.75778 -2.84032  0.000
H 0.70853 -4.30355 -3.30633  0.000
H 0.49781 -5.09902 -1.74891  0.000
H 2.13468 -4.71159 -2.34263  0.000
H 1.87441 -4.85808 0.05037  0.001
H 0.49867 -4.33298 1.04083  0.000
H 2.08574 -3.62792 1.31413  0.000

Values from the calculation:
energy relative to the best compared isomer or geometry (same formula, charge and spin) = 0.0 kJ/mol
E_HOMO (alpha / beta) = -15.710 / -15.637 eV
spin multiplicity = 2
LUMO level (alpha / beta) = -0.246 / -0.337 Eh
charge = +2
<S²> = 0.76
gap between HOMO and LUMO (alpha / beta) = 9.026 / 6.478 eV


The following max |F| values (in eV Å⁻¹) correspond, in order, to the records above: 2.46 0.74 7.66 0.32.
The following DFT total energy values (in Ha) correspond, in order, to the records above: -1445.4011 -809.5331 -823.1735 -2485.1208.